ORCA calculation (ωB97M-V/def2-TZVPD) on a molecular structure, C40H43BiCl2N6O2S2Te in a non-equilibrium geometry.

Computed properties:
**Energy relative to the best compared isomer or geometry (same formula, charge and spin)**: 0.3599 eV
**HOMO-LUMO gap**: 6.98 eV
**F_max**: 1.5 eV/A
**Energy**: -4228.052529 Ha
**Lowest unoccupied orbital energy**: -5.78 eV

```
! RIJCOSX wB97M-V def2-TZVPD def2/J DEFGRID3
* xyz 2 1
C -1.71119 -2.02790 -3.03744
H -2.40558 -4.04320 -2.88259
H 4.33659 -1.21465 -6.32112
H -1.20327 0.19175 3.57233
H 2.14832 1.98244 2.91585
Cl -1.03995 5.56584 -2.44630
C 3.20003 0.24947 -5.24036
C -1.32128 -1.01036 7.72888
C -1.81865 -1.84863 3.93878
H 5.48133 -0.18964 -2.78951
C 4.61335 -2.13896 3.34771
H -1.33110 3.71932 1.71648
C -1.64227 -1.99178 -4.50033
H -2.94889 -5.11877 1.73645
S -1.01613 -0.37587 6.17516
C -1.16898 -1.40410 -6.85905
C -0.29454 3.22555 -1.40185
C -3.94453 3.85826 0.30946
H -2.92328 -5.17541 -0.70389
C -1.95174 -2.21263 7.66802
N 1.80302 0.03914 -2.05688
H 2.21736 -0.18075 -5.41832
N -3.85368 2.57978 -0.43025
C -1.74727 -1.73951 5.39817
C -3.54090 3.87994 2.88986
H -4.56002 4.58032 -0.22797
C -1.35981 -0.89744 -2.27548
H 0.91324 -1.68850 1.14732
H -2.45393 -2.96629 -7.59783
H -3.02178 4.83671 2.75744
N -1.49523 -0.78974 1.79811
C -1.48080 -0.75378 3.12007
N 3.20445 0.89734 -3.91070
C -2.13637 -3.14145 -2.34235
N -1.42030 -0.87332 -0.95272
C -2.21034 -3.00113 3.28903
C -2.19248 -2.62956 6.33443
H -2.48437 -3.88008 3.86055
H -4.77334 2.16228 -0.50181
C 2.79325 -0.08466 2.91173
H -0.78847 -0.94482 -7.76149
C 3.68061 -0.01263 3.97911
H 4.38797 2.02690 -2.58927
C 1.86159 -1.20914 0.89379
H -3.55632 2.76868 -1.38225
H 4.06544 -1.61353 -4.62411
C -2.63884 -4.24658 1.17243
H 0.05632 3.76348 -3.46097
C -2.02308 -2.45567 -6.74785
C 4.48912 1.55486 -3.56333
C -2.51559 2.77282 3.13815
H 4.65535 2.33456 -4.30766
C 2.82263 -1.18735 2.05573
C -2.24181 -3.06738 1.89128
H 5.95759 0.52712 -5.72873
H -4.96083 2.67426 1.81265
O -0.20677 3.51771 -0.19444
H 5.29208 -0.96903 5.01740
Te 1.51397 0.85562 0.48661
H 6.56556 1.05070 -3.41721
H -5.32847 4.38482 1.86222
H -2.23401 -2.77938 8.54541
C -2.20296 -3.13909 -0.94232
H 3.75522 -3.07253 1.61457
C -2.29170 -2.79199 -5.39593
C 5.62111 0.53489 -3.59876
H 0.84995 0.80230 3.17132
H -2.69393 -3.55889 6.08946
C 5.66152 -0.18547 -4.95139
H -2.96384 -3.59039 -5.10118
Cl 1.77162 4.76556 -2.21511
H -2.93559 4.28446 0.34992
C 0.11299 4.22120 -2.48533
H -2.23211 2.77871 4.18929
S -0.68901 -0.81179 -5.33365
H -4.12811 3.97355 3.80511
C 2.45917 0.42419 -2.93549
H -1.02451 0.01737 -2.75354
C -1.85932 -1.93428 1.16632
C -2.62304 -4.27935 -0.17367
C -1.82931 -1.97428 -0.26973
C 1.77821 0.99903 2.63476
C 4.59091 -1.03768 4.19476
H 3.37109 1.03664 -5.97466
N -1.29302 2.88211 2.29296
C 3.73199 -2.21379 2.27889
H 6.41902 -0.96911 -4.92908
H -0.45841 2.99462 2.85531
O -0.75315 2.10611 -1.80757
C 4.30418 -0.79771 -5.31327
H 3.66189 0.84626 4.64212
H 5.32893 -2.93517 3.51184
H -2.98967 1.80378 2.93569
H 2.27051 -1.68455 0.00560
C -4.51635 3.67138 1.72779
H -1.01472 -0.45663 8.60432
Bi -1.30260 1.15449 0.31409
*
```

Now the Mulliken charges, all in e:
1 C 0.60
2 H 0.48
3 H 0.37
4 H 0.13
5 H 0.73
6 Cl -0.15
7 C -0.26
8 C -0.35
9 C 0.27
10 H 0.25
11 C -0.60
12 H 0.18
13 C 0.47
14 H 0.48
15 S -0.03
16 C -0.48
17 C 0.50
18 C -0.39
19 H 0.48
20 C -0.61
21 N -0.52
22 H -0.04
23 N -0.52
24 C 0.35
25 C -1.26
26 H 0.50
27 C -0.56
28 H 0.16
29 H 0.43
30 H 0.42
31 N 0.61
32 C -0.42
33 N 0.00
34 C -0.74
35 N 0.17
36 C -0.77
37 C -0.59
38 H 0.44
39 H 0.25
40 C 0.52
41 H 0.43
42 C -0.91
43 H 0.41
44 C -0.74
45 H 0.18
46 H 0.25
47 C -1.11
48 H 0.28
49 C -0.62
50 C -0.76
51 C -0.06
52 H 0.32
53 C 0.52
54 C 0.76
55 H 0.32
56 H 0.40
57 O -0.61
58 H 0.44
59 Te 0.15
60 H 0.38
61 H 0.34
62 H 0.42
63 C 1.00
64 H 0.49
65 C -0.58
66 C -0.53
67 H -0.11
68 H 0.38
69 C -0.69
70 H 0.39
71 Cl -0.15
72 H 0.21
73 C 0.22
74 H 0.47
75 S -0.02
76 H 0.42
77 C 0.42
78 H 0.33
79 C -0.51
80 C -1.16
81 C -0.49
82 C -0.33
83 C -0.64
84 H 0.34
85 N -0.59
86 C -0.83
87 H 0.34
88 H 0.21
89 O -0.78
90 C -0.56
91 H 0.50
92 H 0.43
93 H 0.02
94 H 0.68
95 C -0.74
96 H 0.43
97 Bi 2.15